Record 1
Below is C6H9P in the gas phase at a distorted geometry, with properties calculated with wB97M-V/def2-TZVPD.

The geometry in XYZ format:
```
16
Properties=species:S:1:pos:R:3:nbo_charge:R:1
C 1.49719 0.40229 0.00978 -0.31
C 0.99090 1.56112 -0.12983 0.12
C 0.95197 -1.01619 -0.33247 -0.40
C 0.32957 2.64218 -0.39334 -0.50
C -0.46607 -1.32130 0.24234 -0.46
C -1.53981 -0.62482 -0.47653 -0.57
P -2.82828 0.26195 0.09988 0.41
H 2.33200 0.43813 0.61188 0.22
H 0.91077 -1.10598 -1.48430 0.22
H 1.68574 -1.62852 0.15468 0.22
H -0.25903 3.16047 0.39544 0.23
H 0.69951 3.22799 -1.21163 0.22
H -0.69297 -2.45400 0.05514 0.23
H -0.47895 -1.08567 1.41948 0.23
H -1.58727 -0.54878 -1.53414 0.22
H -2.86803 0.24242 1.61022 -0.06
```

* SMILES: [H]/P=C\CCC=C=C
* HOMO-LUMO gap: 9.37 eV
* energy relative to the best compared isomer or geometry (same formula, charge and spin): 300.4 kJ/mol
* molecular weight: 112.11 g/mol



Record 2
Below is a 7-piece molecular cluster, C7H28O7 overall at a distorted geometry, with properties calculated with wB97M-V/def2-TZVPD.

The geometry in XYZ format:
```
42
Properties=species:S:1:pos:R:3:nbo_charge:R:1
C 0.90689 -3.94411 -10.33297 -0.25
O -0.02356 -5.00404 -10.57642 -0.75
H 0.55803 -3.00470 -10.79020 0.14
H 0.96152 -3.73179 -9.26006 0.17
H 1.86035 -4.23698 -10.76285 0.18
H -0.76013 -4.85994 -9.96273 0.49
C -2.45645 -3.81005 -13.74131 -0.25
O -3.81446 -3.50880 -13.64992 -0.74
H -1.83173 -3.02989 -14.19293 0.15
H -1.97311 -4.08516 -12.78952 0.16
H -2.30051 -4.71258 -14.33936 0.18
H -3.91781 -2.74120 -13.05934 0.49
C -0.22047 -6.86616 -5.24566 -0.25
O 0.16450 -8.14665 -5.70372 -0.71
H -0.72612 -6.99858 -4.29022 0.17
H 0.59519 -6.14463 -5.11622 0.17
H -0.89302 -6.32519 -5.92639 0.16
H 0.85583 -8.01471 -6.36155 0.47
C -1.08774 0.27683 -7.12301 -0.24
O 0.05419 -0.54169 -7.17962 -0.72
H -1.92396 -0.17630 -7.66751 0.15
H -1.39877 0.48229 -6.10054 0.18
H -0.94105 1.27440 -7.55804 0.16
H 0.47068 -0.44895 -8.03817 0.47
C -4.78982 -0.06343 -11.99739 -0.25
O -3.89970 -1.17585 -12.00164 -0.74
H -5.71800 -0.35336 -12.48229 0.19
H -5.04414 0.21715 -10.96868 0.17
H -4.35283 0.80120 -12.50083 0.17
H -3.04646 -0.89115 -11.66430 0.48
C -4.39300 -6.03519 -6.59591 -0.25
O -3.30564 -5.15302 -6.35375 -0.75
H -4.05047 -7.02866 -6.89668 0.18
H -5.01631 -6.15468 -5.70920 0.17
H -4.98985 -5.62987 -7.40975 0.18
H -3.05152 -5.20781 -5.43015 0.48
C -2.68929 -3.18508 -9.19615 -0.24
O -1.77866 -4.04839 -8.52779 -0.78
H -3.63795 -3.69213 -9.38953 0.17
H -2.88551 -2.28018 -8.61517 0.16
H -2.19278 -2.96172 -10.13981 0.18
H -2.15896 -4.47607 -7.74952 0.51
```

* SMILES: CO.CO.CO.CO.CO.CO.CO
* HOMO-LUMO gap: 9.84 eV
* energy relative to the best compared isomer or geometry (same formula, charge and spin): 337.5 kJ/mol
* molecular weight: 224.29 g/mol



Record 3
Below is C41H37NO2P2S3V as an isolated structure at a distorted geometry, with properties calculated with wB97M-V/def2-TZVPD.

The geometry in XYZ format:
```
87
Properties=species:S:1:pos:R:3:lowdin_charge:R:1
V 12.49525 13.68185 11.17230 0.21
S 16.22046 13.46371 11.13650 0.30
P 15.29023 11.81857 10.49477 0.45
C 13.64385 12.20046 11.07923 -0.63
P 12.42169 11.04048 11.61905 0.49
S 10.89001 12.25368 12.11638 0.41
C 12.82314 10.30411 13.24237 -0.36
C 13.74676 10.87594 14.13998 -0.10
C 13.75507 10.48027 15.48977 -0.07
C 12.98538 9.39375 15.88572 -0.11
C 12.11975 8.81028 14.98426 -0.11
C 12.04737 9.21750 13.67069 -0.10
C 12.03222 9.86979 10.37556 -0.35
C 11.07865 10.18786 9.39030 -0.06
C 10.51344 9.16615 8.64889 -0.08
C 10.97229 7.86596 8.74379 -0.10
C 12.00628 7.57816 9.62342 -0.11
C 12.53989 8.55884 10.45866 -0.11
C 16.40612 10.59280 11.13684 -0.39
C 17.66314 10.50010 10.49843 -0.10
C 18.56822 9.58720 11.00018 -0.09
C 18.29966 8.93892 12.20754 -0.11
C 17.09297 9.11267 12.86258 -0.07
C 16.04287 9.77924 12.20741 -0.07
C 15.33623 11.40097 8.77219 -0.33
C 15.74514 12.31984 7.81146 -0.09
C 15.85157 11.84371 6.49484 -0.07
C 15.47827 10.52299 6.13694 -0.09
C 15.05379 9.63585 7.11026 -0.11
C 15.10889 10.00736 8.42619 -0.07
H 14.38035 11.66570 13.77427 0.09
H 14.43529 11.02281 16.18439 0.11
H 12.95717 8.98274 16.89884 0.10
H 11.44842 8.02258 15.35686 0.11
H 11.35937 8.69723 12.91944 0.13
H 10.66264 11.19059 9.39133 0.06
H 9.66848 9.40748 8.05051 0.10
H 10.47939 7.03452 8.18328 0.11
H 12.39997 6.52400 9.61965 0.12
H 13.29657 8.23731 11.20383 0.11
H 17.84969 11.15496 9.63574 0.11
H 19.55175 9.43291 10.50636 0.11
H 19.08603 8.32256 12.63233 0.09
H 16.95743 8.61621 13.77824 0.08
H 15.07219 9.62295 12.58849 0.06
H 15.89578 13.37022 8.12576 0.09
H 16.08333 12.54812 5.70728 0.09
H 15.46019 10.22625 5.09941 0.09
H 14.54880 8.69467 6.83494 0.11
H 14.94194 9.29606 9.20349 0.08
C 14.01747 14.83815 13.47248 -0.08
N 12.63013 14.91049 12.87460 -0.33
C 11.68754 14.55021 13.98187 -0.13
C 12.44630 16.35969 12.49386 -0.15
C 13.11090 16.59090 11.19287 -0.28
C 13.48888 17.86050 10.77618 -0.05
C 14.15050 17.96635 9.52920 -0.12
C 14.43700 16.84095 8.80255 -0.12
C 14.05512 15.55334 9.21913 -0.13
C 13.35040 15.48518 10.41138 -0.25
H 14.22537 15.68221 14.17987 0.10
H 14.71797 14.83103 12.62637 0.00
H 14.11568 13.86050 13.97279 0.08
H 12.04814 14.96102 14.96326 0.10
H 11.57588 13.47621 14.02292 -0.01
H 10.69510 14.96875 13.74094 0.08
H 12.87103 16.87190 13.35322 0.11
H 11.34252 16.52368 12.50083 0.12
H 13.20088 18.73544 11.35474 0.10
H 14.44014 18.98273 9.17165 0.10
H 14.98406 16.90606 7.87409 0.08
H 14.28573 14.67626 8.59848 0.08
O 7.42575 19.82908 8.82815 0.08
C 7.52937 19.03041 9.91102 -0.49
O 7.15676 19.35244 11.02501 0.08
C 8.27376 17.74751 9.72826 -0.16
C 9.26952 17.64902 8.75715 -0.05
C 10.12068 16.55484 8.75032 -0.11
C 10.06778 15.55461 9.74176 -0.63
S 10.97172 14.09288 9.42314 0.62
C 9.11409 15.66019 10.76352 -0.10
C 8.17649 16.70377 10.71273 0.00
H 7.66581 19.32071 8.00759 0.12
H 9.46358 18.50702 8.08136 0.12
H 10.97097 16.48675 8.05270 0.11
H 9.01264 14.88861 11.48384 0.08
H 7.47683 16.94604 11.51244 0.11
```

* HOMO-LUMO gap (spin up / spin down): 6.35 / 6.65 eV
* total charge: -1
* expectation value of S²: 2.0248
* energy relative to the best compared isomer or geometry (same formula, charge and spin): 69.9 kJ/mol
* 2S+1: 3
* molecular weight: 784.85 g/mol



Record 4
Below is C33H77F2N5O40PbS7 as an isolated structure at a distorted geometry, with properties calculated with wB97M-V/def2-TZVPD.

The geometry in XYZ format:
```
165
Properties=species:S:1:pos:R:3:lowdin_charge:R:1
Pb 0.41925 -1.42355 0.17099 1.67
C 0.41983 1.51913 0.08700 -1.07
O 1.11460 0.84858 -0.65693 -0.13
O -0.59491 0.91754 0.57113 -0.18
O 0.66675 2.68992 0.46509 -0.07
O 1.49433 -1.77586 -2.28699 -0.39
S 2.24423 -1.66277 -3.56413 0.73
O 3.28665 -2.68248 -3.88878 -0.31
O 1.15700 -1.65116 -4.79548 -0.26
C 0.35232 -0.49002 -5.00153 -0.28
C -1.03079 -0.97710 -5.36276 -0.05
C 3.07682 -0.03185 -3.79533 -0.07
H 0.78800 0.26604 -5.65472 0.12
H 0.29732 0.09528 -4.08364 0.10
H -1.05500 -1.48341 -6.32773 0.09
H -1.83946 -0.25280 -5.26500 0.08
H -1.36136 -1.75719 -4.67699 0.05
H 4.06647 0.01488 -3.34090 0.06
H 2.46462 0.67559 -3.23600 0.05
H 3.16162 0.07455 -4.87680 0.08
O -3.83899 -1.54652 -0.74539 -0.29
S -2.85074 -1.05698 -1.75799 0.70
O -1.47542 -1.48247 -1.64453 -0.37
O -3.41958 -1.41243 -3.26830 -0.28
C -4.79427 -1.08833 -3.54796 -0.27
C -5.45410 -2.40919 -3.96514 -0.06
C -2.94357 0.74714 -1.78232 -0.09
H -5.04581 -0.32199 -4.28114 0.13
H -5.27893 -0.79962 -2.61531 0.10
H -5.13797 -2.62654 -4.98539 0.08
H -6.52719 -2.24871 -3.86107 0.08
H -5.17733 -3.26410 -3.34820 0.08
H -3.11861 1.07803 -0.75862 0.07
H -3.73286 1.04325 -2.47331 0.05
H -1.96744 1.02306 -2.18124 0.07
O -1.68295 -2.01795 4.28319 -0.31
S -2.38422 -2.07664 2.96676 0.75
O -1.60900 -2.18064 1.71165 -0.39
O -3.51859 -3.29360 2.98369 -0.26
C -4.06635 -3.61667 4.25495 -0.28
C -5.36039 -4.42671 4.00397 -0.05
C -3.53761 -0.59116 2.75768 -0.07
H -4.37084 -2.66316 4.68646 0.10
H -3.30965 -4.02538 4.92463 0.12
H -6.07508 -4.47334 4.82564 0.08
H -5.12147 -5.38899 3.55116 0.08
H -5.91586 -3.85655 3.25934 0.08
H -2.99600 0.33549 2.94763 0.04
H -4.34314 -0.50919 3.48741 0.06
H -3.87239 -0.53518 1.72187 0.05
O 3.11290 -1.59204 0.20201 -0.37
S 4.55430 -1.82374 0.26212 0.71
O 5.11688 -3.13754 0.60642 -0.29
O 5.25131 -1.34955 -1.17865 -0.27
C 6.62463 -1.52639 -1.44942 -0.27
C 6.97233 -1.50683 -2.96997 -0.05
C 5.20224 -0.68264 1.51481 -0.08
H 7.03040 -2.48591 -1.12886 0.11
H 7.12767 -0.73749 -0.89024 0.11
H 6.49683 -2.26227 -3.59550 0.08
H 8.00797 -1.78040 -3.17175 0.08
H 6.76743 -0.50572 -3.34931 0.07
H 6.07645 -0.16198 1.12395 0.07
H 5.53547 -1.31525 2.33753 0.08
H 4.39244 -0.05698 1.89015 0.05
O 1.42716 -0.66656 2.39331 -0.38
S 1.48291 0.02632 3.64623 0.75
O 1.71028 -0.73804 4.90783 -0.31
O 2.75676 1.12784 3.61015 -0.27
C 3.08696 1.82520 4.79965 -0.28
C 3.86043 3.15546 4.48080 -0.04
C -0.00876 1.19536 3.78448 -0.05
H 3.72839 1.12560 5.33558 0.11
H 2.36511 1.95801 5.60550 0.11
H 4.18389 3.62260 5.41099 0.08
H 3.20425 3.83274 3.93415 0.05
H 4.72390 3.12942 3.81610 0.07
H -0.14952 1.55334 4.80435 0.07
H -0.88581 0.71025 3.35604 0.03
H 0.13881 2.01890 3.08583 0.04
O 0.89180 -3.45385 1.78429 -0.40
S 0.78791 -4.39829 2.86101 0.69
O -0.39856 -5.22703 3.05571 -0.28
O 2.07480 -5.39923 2.62644 -0.25
C 1.95101 -6.18518 1.49278 -0.30
C 2.85794 -7.42839 1.72619 -0.04
C 1.27544 -3.54307 4.43368 -0.08
H 2.31194 -5.55809 0.67756 0.12
H 0.92144 -6.52319 1.37513 0.11
H 2.50299 -8.16283 2.44917 0.08
H 3.87037 -7.12682 1.99479 0.08
H 2.86819 -8.03080 0.81784 0.06
H 2.20842 -3.01477 4.23734 0.06
H 1.50434 -4.31205 5.17149 0.07
H 0.47810 -2.91668 4.83366 0.04
O -2.11382 -4.94470 -1.05197 -0.26
S -0.73098 -4.73182 -1.44379 0.68
O 0.01478 -3.66714 -0.83538 -0.42
O 0.10741 -6.16219 -1.28105 -0.26
C -0.53212 -7.35653 -1.68209 -0.30
C 0.42791 -8.50739 -1.82937 -0.06
C -0.55076 -4.59775 -3.29569 -0.05
H -1.11242 -7.22847 -2.59585 0.11
H -1.20404 -7.77530 -0.93292 0.12
H 1.08838 -8.49478 -0.96236 0.07
H 0.99969 -8.61247 -2.75140 0.08
H -0.13847 -9.43378 -1.92493 0.08
H -0.80848 -3.57139 -3.55697 0.04
H -1.33299 -5.26534 -3.65700 0.06
H 0.47972 -4.89249 -3.49406 0.08
C 1.29449 6.81886 -0.25836 0.06
N 2.10569 7.55037 -1.34691 -0.41
O 1.52279 7.96597 -2.34594 0.05
O 3.32209 7.55580 -1.24269 0.05
H 1.64091 5.78545 -0.27151 0.07
H 0.24615 6.85417 -0.55474 0.09
H 1.54180 7.23664 0.71755 0.09
C -6.56587 3.57715 2.52141 0.04
N -5.40807 2.70871 2.35885 -0.43
O -5.08567 2.28155 1.30398 0.08
O -4.88393 2.32857 3.42825 0.03
H -6.22200 4.61140 2.50775 0.11
H -6.91207 3.41397 3.54201 0.10
H -7.38521 3.30720 1.85514 0.11
C 0.49198 5.27320 2.91315 0.04
N 0.13016 4.93124 4.32000 -0.38
O -0.74398 5.55272 4.93511 0.07
O 0.67438 3.95407 4.84784 0.02
H -0.22952 6.00292 2.54566 0.10
H 0.49038 4.36176 2.31534 0.07
H 1.52074 5.62461 2.83394 0.10
C -4.52002 4.00518 -2.24665 0.03
N -5.80101 3.54585 -1.66742 -0.43
O -6.03391 2.32794 -1.81361 0.01
O -6.49106 4.30090 -1.06876 0.10
H -4.28991 5.06210 -2.11222 0.09
H -4.57472 3.80136 -3.31602 0.11
H -3.75878 3.28791 -1.93984 0.06
C -2.36210 3.62994 0.94506 0.06
N -3.26085 4.83680 1.18417 -0.40
O -3.69640 5.50864 0.24883 0.05
O -3.49785 5.08647 2.35728 0.04
H -1.34451 4.01747 0.99433 0.07
H -2.54000 3.24465 -0.05893 0.07
H -2.50987 2.94523 1.78019 0.09
C 4.06896 2.26892 0.15212 -0.11
C 3.65126 3.16284 -0.98398 -0.23
O 4.79606 2.91988 -1.84884 0.14
C 5.85628 2.70971 -1.09174 -0.56
O 7.02932 2.70127 -1.45229 0.13
O 5.42457 2.32596 0.09452 0.09
F 3.54434 4.50139 -0.66926 0.06
H 3.63155 1.27095 0.12346 0.12
H 3.67916 2.60440 1.11317 0.14
H 2.73617 2.78940 -1.44361 0.13
C 0.05564 3.87385 -2.33496 -0.05
C 0.45875 4.10033 -3.77078 -0.24
O -0.71361 4.79628 -4.31749 0.15
C -1.31144 5.38922 -3.28846 -0.63
O -2.11630 6.24627 -3.30497 0.18
O -0.77195 5.02744 -2.13048 0.06
F 0.52058 2.84859 -4.27852 0.07
H 0.92864 3.85594 -1.68255 0.10
H -0.45967 2.92303 -2.19895 0.13
H 1.33140 4.72969 -3.94537 0.18
```

* HOMO-LUMO gap: 7.66 eV
* molecular weight: 1653.64 g/mol